(1)
{
  "formula": "C26H62BClFN8O7",
  "method": "ωB97M-V with the def2-TZVPD basis set",
  "symbols": ["C", "N", "C", "B", "Cl", "C", "C", "C", "F", "H", "H", "H", "H", "H", "H", "H", "H", "H", "H", "H", "H", "H", "C", "O", "N", "C", "C", "H", "H", "H", "H", "H", "H", "H", "C", "O", "N", "C", "C", "H", "H", "H", "H", "H", "H", "H", "C", "O", "N", "C", "C", "H", "H", "H", "H", "H", "H", "H", "C", "O", "N", "C", "C", "H", "H", "H", "H", "H", "H", "H", "C", "O", "N", "C", "C", "H", "H", "H", "H", "H", "H", "H", "C", "O", "N", "C", "C", "H", "H", "H", "H", "H", "H", "H", "C", "O", "N", "C", "C", "H", "H", "H", "H", "H", "H", "H"],
  "positions_angstrom": [[0.19, -0.17, 3.58], [0.47, 1.26, 3.69], [0.23, 1.96, 2.40], [1.64, 2.36, 1.66], [2.49, 3.75, 2.67], [2.61, 1.04, 1.43], [2.59, 0.46, 0.02], [1.26, -0.04, -0.45], [1.14, -1.43, -0.23], [0.40, -0.46, 2.56], [-0.83, -0.41, 3.84], [0.92, -0.69, 4.20], [-0.16, 1.66, 4.37], [-0.44, 1.39, 1.76], [-0.31, 2.89, 2.61], [1.37, 2.85, 0.57], [2.41, 0.23, 2.13], [3.64, 1.35, 1.61], [3.26, -0.40, 0.01], [3.03, 1.17, -0.66], [1.17, 0.12, -1.52], [0.42, 0.45, 0.02], [4.04, -0.58, -2.85], [4.37, 0.58, -2.82], [3.84, -1.30, -3.97], [3.42, -2.68, -3.93], [4.04, -0.65, -5.26], [3.85, -1.15, -1.93], [4.17, -3.32, -4.41], [2.47, -2.81, -4.43], [3.31, -3.00, -2.89], [5.07, -0.29, -5.34], [3.38, 0.21, -5.35], [3.84, -1.36, -6.05], [-2.38, -2.15, 1.67], [-2.05, -0.99, 1.72], [-2.51, -2.86, 0.54], [-3.00, -4.22, 0.54], [-2.14, -2.22, -0.72], [-2.64, -2.73, 2.58], [-2.24, -4.88, 0.11], [-3.91, -4.29, -0.07], [-3.22, -4.54, 1.55], [-1.09, -1.94, -0.70], [-2.73, -1.31, -0.84], [-2.32, -2.90, -1.55], [-3.78, 1.83, -1.29], [-3.11, 0.81, -1.43], [-4.36, 2.18, -0.12], [-5.11, 3.42, 0.07], [-4.19, 1.27, 1.01], [-3.97, 2.55, -2.11], [-4.64, 4.02, 0.85], [-6.14, 3.20, 0.35], [-5.11, 4.01, -0.85], [-3.13, 1.12, 1.23], [-4.61, 0.29, 0.77], [-4.69, 1.68, 1.88], [-3.76, 5.48, -3.23], [-4.56, 5.35, -2.34], [-2.46, 5.66, -3.03], [-1.52, 5.80, -4.13], [-1.97, 5.69, -1.65], [-4.04, 5.45, -4.30], [-0.78, 5.00, -4.09], [-1.01, 6.76, -4.06], [-2.05, 5.74, -5.08], [-2.21, 4.76, -1.15], [-2.44, 6.51, -1.11], [-0.89, 5.83, -1.66], [-2.43, -6.90, -2.74], [-1.76, -5.94, -2.43], [-2.53, -8.03, -2.01], [-3.36, -9.14, -2.42], [-1.77, -8.12, -0.77], [-3.05, -6.92, -3.65], [-4.12, -9.35, -1.66], [-2.75, -10.04, -2.56], [-3.85, -8.91, -3.36], [-2.07, -7.33, -0.09], [-0.70, -8.01, -0.98], [-1.95, -9.09, -0.31], [1.81, -2.28, 9.47], [2.19, -3.30, 10.03], [2.01, -2.00, 8.18], [1.54, -0.77, 7.57], [2.72, -2.96, 7.35], [1.26, -1.48, 10.01], [0.84, -0.99, 6.76], [2.38, -0.21, 7.16], [1.03, -0.15, 8.31], [2.19, -3.92, 7.35], [3.72, -3.13, 7.75], [2.79, -2.59, 6.34], [2.15, 4.69, -2.44], [1.61, 3.74, -2.97], [3.46, 4.93, -2.46], [4.05, 6.10, -1.86], [4.30, 3.95, -3.11], [1.58, 5.48, -1.91], [4.58, 6.69, -2.62], [4.75, 5.81, -1.08], [3.27, 6.72, -1.42], [4.00, 3.82, -4.15], [4.20, 2.99, -2.60], [5.34, 4.26, -3.07]],
  "total_charge": -1,
  "total_energy_ev": -70139.2787,
  "homo_energy_ev": -3.960,
  "gap_ev": 5.78,
  "largest_force_ev_per_a": 1.45
}


(2)
{
  "formula": "C3H14N3O2",
  "method": "ωB97M-V with the def2-TZVPD basis set",
  "symbols": ["C", "C", "N", "C", "N", "N", "H", "H", "H", "H", "H", "H", "H", "H", "H", "H", "H", "H", "O", "H", "H", "O"],
  "positions_angstrom": [[-1.02, -0.89, -2.30], [-0.94, -0.24, -0.96], [0.27, 0.55, -0.58], [0.35, 1.02, 0.79], [0.93, -0.07, 1.68], [-0.97, 1.42, 1.10], [-2.53, -1.30, -2.09], [-0.28, -1.68, -2.47], [-1.00, -0.22, -3.11], [-1.67, 0.59, -0.81], [-1.13, -0.90, -0.05], [1.25, 0.20, -0.84], [1.99, -0.14, 1.62], [0.57, -0.11, 2.57], [3.21, 0.99, -0.32], [1.04, 1.93, 0.87], [-1.19, 2.06, 1.81], [-4.16, -1.88, -2.42], [-3.54, -1.60, -1.79], [4.85, 0.08, 2.13], [3.81, 0.47, 0.93], [3.95, 0.01, 1.98]],
  "total_charge": 1,
  "total_energy_ev": -11882.1719,
  "homo_energy_ev": -12.190,
  "gap_ev": 3.32,
  "e_above_lowest_ev": 16.448,
  "largest_force_ev_per_a": 6.08
}


(3)
{
  "formula": "C17H26Cl18F9INO3S",
  "method": "ωB97M-V with the def2-TZVPD basis set",
  "symbols": ["N", "C", "C", "O", "C", "C", "I", "S", "O", "O", "C", "F", "F", "C", "F", "F", "C", "F", "F", "C", "F", "F", "F", "H", "H", "H", "H", "H", "H", "H", "H", "C", "Cl", "Cl", "H", "H", "C", "Cl", "Cl", "H", "H", "C", "Cl", "Cl", "H", "H", "C", "Cl", "Cl", "H", "H", "C", "Cl", "Cl", "H", "H", "C", "Cl", "Cl", "H", "H", "C", "Cl", "Cl", "H", "H", "C", "Cl", "Cl", "H", "H", "C", "Cl", "Cl", "H", "H"],
  "positions_angstrom": [[-2.32, -0.46, 5.53], [-3.43, -0.99, 4.75], [-3.19, -0.87, 3.25], [-4.29, -1.49, 2.58], [-1.91, -1.54, 2.84], [-1.42, -1.12, 1.45], [-0.20, -2.69, 0.61], [-0.43, 0.28, 1.65], [-1.14, 1.18, 2.53], [0.95, 0.09, 2.07], [-0.43, 1.14, -0.03], [-1.21, 2.24, 0.07], [-0.98, 0.32, -0.95], [0.96, 1.53, -0.55], [1.42, 2.57, 0.19], [1.83, 0.51, -0.43], [1.02, 1.93, -2.05], [2.29, 2.40, -2.23], [0.89, 0.86, -2.84], [0.10, 3.07, -2.52], [-1.15, 2.60, -2.72], [0.56, 3.52, -3.70], [0.07, 4.09, -1.66], [-2.24, 0.54, 5.45], [-2.43, -0.71, 6.50], [-4.36, -0.48, 5.01], [-3.53, -2.05, 4.98], [-3.21, 0.19, 3.00], [-5.08, -1.36, 3.11], [-1.15, -1.38, 3.60], [-2.11, -2.61, 2.81], [3.85, -0.61, 3.84], [3.04, -1.17, 5.31], [5.36, -1.51, 3.54], [3.19, -0.75, 3.00], [4.09, 0.44, 3.96], [-6.95, -3.85, 3.16], [-7.33, -2.29, 3.91], [-5.92, -4.85, 4.19], [-7.87, -4.38, 2.97], [-6.42, -3.67, 2.23], [-3.22, -6.19, 0.57], [-3.73, -6.90, 2.12], [-3.05, -4.45, 0.67], [-2.27, -6.63, 0.29], [-3.98, -6.42, -0.17], [5.25, 0.64, -1.02], [6.28, 0.88, 0.40], [5.35, -1.01, -1.63], [4.22, 0.85, -0.74], [5.57, 1.32, -1.79], [-1.98, 3.20, -6.25], [-3.59, 3.47, -6.93], [-0.85, 4.48, -6.72], [-2.06, 3.20, -5.17], [-1.61, 2.25, -6.61], [4.25, 5.22, -2.98], [5.32, 4.17, -2.05], [5.04, 5.88, -4.41], [3.38, 4.64, -3.29], [3.94, 6.04, -2.34], [2.24, 0.53, -5.86], [3.76, 0.72, -6.74], [1.08, 1.81, -6.26], [1.80, -0.43, -6.12], [2.44, 0.57, -4.80], [6.95, 9.34, -3.97], [8.72, 9.46, -3.93], [6.23, 10.65, -4.91], [6.68, 8.39, -4.41], [6.58, 9.40, -2.95], [-3.50, -10.86, 3.96], [-2.16, -10.62, 2.83], [-4.66, -9.53, 3.91], [-4.01, -11.77, 3.70], [-3.10, -10.93, 4.96]],
  "total_charge": -1,
  "total_energy_ev": -294480.6190,
  "homo_energy_ev": -4.206,
  "gap_ev": 6.00,
  "e_above_lowest_ev": 0.307,
  "largest_force_ev_per_a": 2.46
}